ORCA calculation (ωB97M-V/def2-TZVPD) on a cluster of 6 separate species, C14H30N5O4S in total.

```
54
Properties=species:S:1:pos:R:3:forces:R:3:nbo_charge:R:1
N -0.226565 -7.818144 4.905289 -3.318 2.290 -1.467 0.718
O -0.388168 -7.807985 3.668848 2.955 1.369 0.543 -0.482
O -0.130910 -8.852405 5.534590 -0.918 1.386 0.185 -0.461
O -0.557437 -6.711198 5.467293 -0.555 -1.436 -0.612 -0.526
C 2.458425 -12.975808 7.400256 0.653 0.146 -0.403 -0.618
C 1.255958 -13.111165 6.468531 -1.268 1.474 0.765 -0.222
N 0.561390 -11.766555 6.229489 -0.103 -1.465 1.395 -0.453
C -0.648599 -11.746272 5.424700 -0.839 -1.987 1.573 -0.208
C -1.652151 -12.874258 5.831817 0.026 0.892 -0.712 -0.639
C 1.451195 -10.766786 5.779380 2.159 0.391 -0.668 -0.298
C 2.269394 -11.200104 4.542203 0.804 0.698 -0.508 -0.659
H 2.233047 -12.439271 8.321901 -0.230 0.189 -0.178 0.216
H 3.310817 -12.501379 6.914007 -0.067 0.308 0.023 0.205
H 2.854550 -13.940694 7.716755 -0.313 -0.316 -0.139 0.204
H 1.494126 -13.596928 5.522278 0.148 -0.199 -0.048 0.174
H 0.569031 -13.716364 7.060109 -0.332 -0.188 -0.550 0.195
H -1.180476 -10.801891 5.540236 0.457 0.013 0.260 0.203
H -0.408196 -11.880577 4.370063 -0.087 -0.624 0.223 0.160
H -2.705608 -12.601314 5.769884 -0.038 0.580 -0.582 0.205
H -1.493848 -13.601989 5.035928 -0.143 -1.016 0.958 0.210
H -1.621359 -13.126762 6.891726 0.797 -0.663 -0.233 0.219
H 2.048873 -10.344581 6.587227 0.868 -0.802 0.326 0.186
H 0.938841 -9.821053 5.602757 0.751 -1.827 -0.632 0.282
H 2.903068 -10.410554 4.138245 -0.223 0.647 0.152 0.215
H 1.667397 -11.480870 3.677973 -0.358 -0.118 0.128 0.202
H 3.034969 -11.971295 4.627357 -0.307 -0.513 0.663 0.194
C -2.905422 -8.208221 4.374759 -0.502 -0.285 0.269 -0.741
C -4.102715 -7.483220 4.678438 -3.119 1.340 0.950 0.310
N -5.111038 -6.930396 4.888416 2.119 -1.039 -0.434 -0.367
H -3.085666 -9.282403 4.416500 -0.351 0.126 -0.293 0.251
H -2.151644 -8.039578 5.143826 -0.681 0.339 -0.317 0.267
H -2.629242 -7.887180 3.370385 0.240 -0.167 0.322 0.267
C -1.001337 -10.088245 3.196186 -0.388 -0.900 -1.272 -0.787
C -0.421254 -10.261358 1.839690 -1.135 -0.085 3.057 0.320
N -0.072947 -10.449321 0.777333 0.793 -0.200 -1.963 -0.390
H -1.853497 -10.751717 3.343602 -0.302 -0.076 -0.665 0.211
H -1.245485 -9.031676 3.306431 -0.204 -1.576 -0.491 0.289
H -0.402160 -10.388936 4.055640 0.537 1.155 -1.655 0.287
C 0.048754 -7.564195 7.683213 0.681 -0.067 2.821 -0.772
C 0.201701 -6.830343 8.961947 0.319 0.210 0.674 0.313
N 0.312375 -6.244593 9.958714 -0.186 -0.655 -1.164 -0.412
H 1.014880 -7.853031 7.269351 0.157 0.278 0.326 0.237
H -0.427357 -6.935694 6.930607 -0.037 -0.463 1.201 0.311
H -0.464267 -8.506954 7.873243 -0.228 0.210 0.023 0.243
C -0.778515 -3.613717 5.344478 0.856 0.553 -0.563 -0.803
S 0.644699 -3.486522 4.223274 1.353 -1.449 0.750 1.176
O 1.885908 -3.238784 5.081814 -1.383 -0.227 -0.890 -0.991
C 0.617611 -5.285250 3.752493 1.429 0.657 -0.960 -0.844
H -0.482686 -4.188090 6.222356 -0.204 -0.069 -0.162 0.243
H -1.548724 -4.063266 4.717758 -0.276 0.022 0.448 0.229
H -0.964550 -2.568696 5.592355 -0.425 -0.181 0.200 0.219
H 1.600158 -5.620859 3.420735 0.393 0.763 -0.305 0.225
H -0.040248 -5.470315 2.903334 -0.241 0.395 0.119 0.221
H 0.383160 -6.005607 4.536207 0.269 2.160 -0.484 0.266
```
Positions in Å, forces in eV/Å.

- charge = -1
- lowest unoccupied orbital energy (eV) = 2.55
- max |F| (eV Å⁻¹) = 4.3
- highest occupied orbital energy (eV) = -6.1
- E_tot (Ha) = -1524.0513

***

ORCA calculation (ωB97M-V/def2-TZVPD) on a cluster of 8 separate species, C14H30N9O16 in total.

```
69
Properties=species:S:1:pos:R:3:forces:R:3:nbo_charge:R:1
N 1.068210 -4.773252 1.067812 -1.061 1.071 -0.249 -0.787
C 0.090063 -4.614877 -0.074763 0.626 0.682 -0.070 -0.283
C -0.649142 -3.211814 0.140143 -1.477 2.995 -0.201 -0.023
C 0.210563 -1.928235 -0.087292 -2.789 -0.513 0.688 0.090
N -0.295625 -0.577994 0.108210 -2.128 -4.052 0.636 -0.474
C -1.665123 -0.375824 0.526116 -1.012 -2.510 0.345 0.041
C -2.636306 -1.557062 0.782017 3.427 -0.980 -0.950 -0.175
C -2.125326 -3.033363 0.589816 2.654 2.651 -1.042 -0.053
C -3.086954 -4.262313 0.890522 -3.829 0.238 2.869 0.725
O -3.973832 -4.085537 1.774063 3.967 -0.528 -3.520 -0.497
O -3.074094 -5.515332 0.231816 1.210 3.388 -0.107 -0.634
H 0.520449 -4.515202 1.917454 0.702 -0.578 -0.613 0.355
H 1.778355 -4.017179 1.003745 -0.473 -0.800 -0.077 0.376
H 0.660803 -4.617534 -1.082667 -0.900 0.195 1.677 0.235
H -0.595619 -5.525174 -0.096146 0.707 1.507 0.219 0.227
H 1.292517 -2.056003 -0.423971 -1.763 0.401 0.600 0.267
H 0.370981 0.204998 -0.041031 -0.912 -0.447 0.155 0.473
H -2.094276 0.689359 0.715653 1.212 -2.044 -0.515 0.294
H -3.720730 -1.373217 1.118637 2.047 -0.130 -0.632 0.308
H -2.607169 -5.354478 -0.625486 -0.417 -0.510 0.732 0.485
C -1.962847 3.288754 -1.597793 -0.292 0.184 -0.055 -0.498
N -1.163523 2.907761 -0.405133 -0.155 0.346 -0.178 0.545
O -1.742222 2.861553 0.671194 0.497 -0.221 -0.253 -0.400
O 0.020810 2.665739 -0.585680 -0.485 -0.251 0.435 -0.398
H -2.990306 3.473016 -1.288119 0.190 -0.063 0.080 0.246
H -1.518400 4.191345 -2.016773 0.077 -0.168 0.007 0.251
H -1.915490 2.459885 -2.302723 0.095 0.143 0.065 0.262
C 0.790988 3.560325 2.711266 0.079 -0.066 -0.306 -0.493
N 0.805916 4.603035 3.769793 0.055 0.279 0.252 0.531
O 1.214546 5.709914 3.459037 -0.186 -0.443 0.279 -0.376
O 0.406761 4.272785 4.874164 0.189 0.229 -0.554 -0.373
H 1.170569 3.992235 1.786715 -0.057 0.015 0.183 0.237
H 1.429864 2.743236 3.045542 -0.145 0.060 0.054 0.233
H -0.239974 3.232098 2.588280 0.153 -0.014 0.087 0.237
C 4.612123 -1.415467 -1.276474 0.285 0.151 -0.202 -0.486
N 3.813920 -1.441346 -0.022390 0.361 0.493 0.189 0.540
O 3.839782 -0.447488 0.680129 -0.349 -0.760 -0.265 -0.339
O 3.185068 -2.467074 0.213474 0.135 0.417 0.013 -0.432
H 5.112644 -0.451949 -1.353750 -0.137 -0.124 0.135 0.244
H 5.339390 -2.224898 -1.219683 -0.205 -0.026 -0.056 0.256
H 3.922952 -1.560498 -2.107998 0.088 -0.160 0.103 0.238
C 3.678041 8.052778 2.610922 0.144 -0.206 0.253 -0.485
N 3.236796 8.315683 1.216350 -0.093 0.060 -0.283 0.532
O 3.381880 7.415907 0.402548 -0.148 0.464 0.238 -0.387
O 2.760718 9.414458 0.987189 0.236 -0.636 0.016 -0.368
H 4.078156 7.042186 2.667701 -0.108 0.153 -0.108 0.228
H 4.445780 8.785602 2.857011 -0.191 0.017 -0.019 0.236
H 2.807260 8.159455 3.256743 0.114 0.091 -0.079 0.245
C -2.261784 0.016340 -5.740447 -0.170 0.032 -0.341 -0.485
N -2.135393 0.574524 -4.368647 -0.131 0.127 -0.003 0.540
O -2.835542 1.533478 -4.085542 0.471 -0.552 0.046 -0.369
O -1.336160 0.030289 -3.621125 -0.387 0.375 -0.090 -0.401
H -3.002783 0.595831 -6.288121 0.107 -0.030 0.188 0.243
H -1.284688 0.090816 -6.216650 -0.069 -0.120 0.129 0.245
H -2.577403 -1.021952 -5.644824 0.168 0.084 0.021 0.241
C -4.116320 1.671690 3.469407 0.151 -0.239 0.209 -0.487
N -4.554076 1.929288 2.072084 -0.220 0.483 -0.070 0.540
O -4.407302 1.024369 1.257364 0.004 0.343 0.056 -0.431
O -5.027762 3.023580 1.838081 0.333 -0.850 -0.045 -0.330
H -3.716209 0.661000 3.531638 -0.103 0.136 -0.082 0.224
H -3.349408 2.406153 3.714105 -0.198 0.032 0.001 0.245
H -4.988706 1.781430 4.112568 0.124 0.123 -0.071 0.252
C 2.352894 -7.870150 -2.075107 -0.198 -0.314 -0.051 -0.489
N 2.719911 -6.523479 -2.586645 0.079 0.159 -0.141 0.529
O 2.147730 -6.130540 -3.591665 0.301 0.066 0.529 -0.379
O 3.568614 -5.908961 -1.960751 -0.486 -0.138 -0.385 -0.379
H 1.591896 -8.297258 -2.725894 0.145 0.154 0.027 0.234
H 3.254492 -8.481624 -2.082957 -0.071 0.128 0.134 0.247
H 1.969053 -7.743822 -1.063060 0.210 -0.002 -0.039 0.238
```
Positions in Å, forces in eV/Å.

- charge = +1
- lowest unoccupied orbital energy (eV) = -4.98
- max |F| (eV Å⁻¹) = 5.3
- highest occupied orbital energy (eV) = -12.4
- E_tot (Ha) = -2247.0703

***

ORCA calculation (ωB97M-V/def2-TZVPD) on a cluster of 4 separate species, C14H31Br6NO4P2 in total.

```
58
Properties=species:S:1:pos:R:3:forces:R:3:nbo_charge:R:1
C 0.307840 -1.088480 1.807769 -0.732 0.183 0.838 -0.620
C -0.993954 -1.916874 1.983529 -0.089 0.271 -0.170 -0.699
P -1.903835 -2.273764 0.402710 0.019 -0.537 -1.092 0.429
C -1.939834 -0.767405 -0.692916 0.053 0.013 0.572 -0.714
C -0.670037 -0.605815 -1.559354 -0.703 0.166 -0.466 -0.414
C -0.412627 0.833619 -2.032212 0.789 -0.679 0.311 -0.425
C 0.281467 1.740394 -0.999151 -0.919 0.129 -0.191 -0.223
N -0.503810 2.129238 0.183839 0.085 -0.360 -0.118 -0.708
C -1.487525 3.148488 -0.025383 -0.623 -2.076 -0.134 0.711
C -2.857514 2.895993 -0.627168 -0.228 -0.109 -0.460 -0.738
O -1.240897 4.239486 0.329051 0.728 2.830 0.581 -0.514
P -3.979563 -2.439616 1.081773 0.855 -0.119 1.310 2.072
O -4.114908 -3.726712 1.764397 -0.035 -0.870 0.193 -1.127
O -5.013264 -2.226551 -0.122352 0.472 0.449 0.126 -0.972
O -4.251694 -1.276603 2.175653 -0.326 0.478 -0.916 -0.999
H 0.317267 -0.331834 2.593830 0.121 0.079 -0.030 0.221
H 0.378125 -0.545609 0.871137 0.199 -0.221 -0.112 0.207
H 1.163785 -1.727491 2.002478 0.200 0.063 -0.452 0.223
H -0.702871 -2.888219 2.372726 -0.217 -0.193 -0.067 0.244
H -1.667629 -1.482372 2.722474 0.094 0.261 -0.053 0.215
H -2.215684 0.122075 -0.125156 0.165 0.086 -0.091 0.212
H -2.765620 -0.940847 -1.385271 -0.175 -0.036 0.156 0.238
H -0.868079 -1.175056 -2.470778 0.125 -0.229 0.065 0.211
H 0.220664 -1.064865 -1.132150 0.069 0.200 0.164 0.210
H -1.317687 1.254045 -2.470104 -0.068 0.151 0.207 0.195
H 0.287167 0.731667 -2.861467 0.029 0.133 -0.084 0.222
H 1.214159 1.284542 -0.666359 0.000 -0.064 0.002 0.214
H 0.553048 2.664095 -1.504586 0.112 0.121 0.134 0.208
H -0.841089 1.342528 0.723073 -0.153 -0.010 -0.238 0.371
H -3.243367 3.864014 -0.934190 -0.046 0.092 0.084 0.240
H -2.859372 2.260242 -1.511459 0.136 -0.195 0.175 0.218
H -3.569551 2.484275 0.091153 0.214 -0.147 0.127 0.240
H -4.838666 -2.939752 -0.759465 -0.264 0.148 0.053 0.515
H -4.076400 -1.653401 3.049613 -0.246 -0.059 -0.175 0.516
Br 2.499770 2.247012 -3.371346 0.397 0.122 -0.144 -0.012
C 4.172173 1.273549 -3.568845 -0.086 0.150 -0.225 -0.453
C 3.932377 -0.209940 -3.645754 0.153 -0.142 0.180 -0.445
Br 3.528412 -0.956491 -1.892589 -0.097 0.020 -0.048 -0.015
H 4.803520 1.562386 -2.733088 -0.042 -0.063 0.035 0.243
H 4.612271 1.638068 -4.495241 -0.007 -0.071 -0.015 0.228
H 4.831030 -0.725880 -3.977799 0.010 0.044 0.007 0.231
H 3.104710 -0.471914 -4.297500 0.004 0.060 -0.002 0.231
Br 0.189285 -7.596979 4.729831 0.050 0.064 -0.030 -0.015
C -0.622658 -5.827957 4.713938 -0.051 -0.210 0.172 -0.446
C -1.775602 -5.753613 3.748469 0.002 0.252 -0.190 -0.453
Br -1.165455 -5.634026 1.907922 0.055 -0.190 0.015 0.002
H 0.168655 -5.121337 4.482809 -0.036 0.002 -0.051 0.227
H -0.967702 -5.663682 5.732982 -0.037 0.012 -0.030 0.226
H -2.356382 -4.846892 3.912388 -0.012 -0.021 -0.005 0.235
H -2.433422 -6.614754 3.805846 0.035 -0.006 0.052 0.235
Br 4.892112 3.440486 -0.324543 -0.054 -0.018 -0.126 -0.023
C 4.442457 5.037567 -1.349876 0.252 0.044 0.175 -0.443
C 3.482383 5.919385 -0.592176 -0.282 -0.034 -0.270 -0.461
Br 1.677781 5.194657 -0.639340 0.077 0.103 0.219 0.011
H 4.044402 4.700386 -2.302417 -0.084 0.000 0.050 0.235
H 5.389229 5.548857 -1.514295 -0.020 0.018 0.043 0.225
H 3.413286 6.900349 -1.058418 0.079 -0.028 -0.040 0.228
H 3.749326 6.037328 0.453365 0.050 -0.054 -0.021 0.231
```
Positions in Å, forces in eV/Å.

- structure (SMILES) = CCP(CCCCNC(C)=O)P(=O)(O)O.BrCCBr.BrCCBr.BrCCBr
- lowest unoccupied orbital energy (eV) = 0.36
- max |F| (eV Å⁻¹) = 3.0
- highest occupied orbital energy (eV) = -8.7
- E_tot (Ha) = -17034.6168

***

ORCA calculation (ωB97M-V/def2-TZVPD) on a structure of composition C14H31CrN2O8.

```
56
Properties=species:S:1:pos:R:3:forces:R:3:lowdin_spin:R:1
Cr 0.171924 -0.316438 -0.018813 1.236 -1.748 0.529 2.923
C 2.021381 -3.904450 1.591798 0.485 -0.619 -0.856 -0.001
C 2.026148 -2.415832 1.348499 1.091 1.038 0.711 0.003
O 2.780656 -1.690873 2.011118 -0.160 -0.191 0.042 0.008
O 1.278583 -1.953045 0.425059 -1.617 -0.139 -1.099 0.011
H 1.190361 -4.198437 2.228152 0.030 -0.009 0.081 0.000
H 2.980994 -4.247023 1.977157 -0.154 0.364 0.620 0.000
H 1.975262 -4.458568 0.648658 -0.571 0.245 -0.061 0.000
C -2.521120 0.865526 2.776725 0.207 0.118 -0.351 0.001
C -1.411946 0.507426 1.819286 -0.396 -0.735 -1.877 0.012
O -1.087904 1.186596 0.802843 -0.733 1.177 0.257 0.036
O -0.836133 -0.618019 1.890273 0.644 -0.255 0.385 -0.020
H -2.008955 1.101798 3.708571 -0.502 0.003 0.294 0.001
H -3.217383 0.033214 2.868729 0.488 -0.366 0.336 0.000
H -3.166918 1.669766 2.429542 0.578 0.402 -0.059 0.000
C 1.411186 1.148892 -3.671335 0.429 0.347 -0.948 0.001
C 0.835716 0.589249 -2.431981 -1.562 -0.861 1.737 0.009
O 1.133940 -0.566804 -1.998824 0.749 -0.375 0.243 -0.013
O -0.030354 1.183377 -1.733742 0.073 1.249 -0.670 0.046
H 2.481871 1.346329 -3.587208 -0.044 0.040 0.347 0.000
H 0.905027 2.067565 -3.959467 -0.007 -0.005 0.109 0.000
H 1.354193 0.444171 -4.502896 -0.228 -0.148 0.161 0.000
C -1.914443 -2.047723 -2.950322 -0.488 0.199 0.234 0.000
C -2.292404 -1.359113 -1.630385 0.827 -0.471 -0.082 0.002
C -3.693056 -1.745503 -1.151699 0.419 0.511 -0.986 0.000
O -4.030437 -0.963791 -0.047174 0.545 0.420 0.269 0.000
C -5.206518 -1.299963 0.626282 -0.349 -0.665 0.223 0.000
N -1.284403 -1.768356 -0.592612 -0.681 0.201 -0.329 -0.011
H -0.864012 -1.975201 -3.230999 0.126 0.287 0.474 0.000
H -2.462274 -1.535036 -3.743990 -0.204 -0.557 -0.142 0.000
H -2.136190 -3.115045 -2.855362 -0.258 0.034 -0.425 0.000
H -2.228802 -0.286164 -1.818993 -0.053 0.080 0.500 0.000
H -3.693120 -2.815341 -0.908374 -0.246 -0.094 -0.079 0.000
H -4.354121 -1.511297 -1.996608 -0.322 -0.411 0.101 0.000
H -6.107294 -1.260389 0.000831 0.129 0.307 -0.109 0.000
H -5.290606 -0.614252 1.466556 -0.150 0.031 -0.072 0.000
H -5.175527 -2.327023 1.021711 0.168 0.074 0.019 0.000
H -0.832309 -2.615003 -0.931719 0.483 0.274 0.000 0.001
H -1.796054 -2.102264 0.224009 0.223 0.509 0.283 0.002
C 2.843012 1.621448 2.679259 0.760 0.489 1.128 -0.001
C 1.850207 1.925024 1.565583 0.096 -1.038 -0.417 0.002
C 2.122936 3.149126 0.701988 -0.889 0.188 0.090 0.000
O 3.325658 2.961058 0.001461 0.137 -0.086 0.293 0.000
C 3.572640 3.875000 -1.032331 0.513 0.170 -0.325 0.000
N 1.835771 0.755091 0.607551 0.711 0.086 0.533 -0.017
H 2.418213 1.123207 3.554703 -0.525 -0.019 -0.301 0.000
H 3.281193 2.537033 3.095835 -0.063 0.034 -0.245 0.000
H 3.678169 0.960439 2.442919 -0.037 0.191 -0.607 0.000
H 0.857141 1.988130 2.009154 0.008 0.332 -0.231 0.000
H 2.102059 4.070136 1.298319 0.334 -0.043 0.069 0.000
H 1.292907 3.232146 -0.014439 -0.012 -0.048 -0.006 0.000
H 3.723207 4.905070 -0.692726 -0.123 -0.034 0.298 0.000
H 2.799463 3.897194 -1.807043 -0.186 -0.217 0.115 0.000
H 4.512399 3.549109 -1.478098 -0.064 0.058 -0.139 0.000
H 2.517608 1.013546 -0.114046 -0.504 -0.040 -0.246 0.002
H 2.362457 0.004290 1.078617 -0.363 -0.286 0.181 0.002
```
Positions in Å, forces in eV/Å.

- 2S+1 = 4
- lowest unoccupied orbital energy (spin up / spin down) (eV) = 0.19 / 0.56
- max |F| (eV Å⁻¹) = 2.5
- highest occupied orbital energy (spin up / spin down) (eV) = -8.8 / -9.0
- E_tot (Ha) = -2308.0656

***

> Which value of E_tot does entry 2 give?

-2247.0703 Ha

***

> What is the max |F| in the second record?

5.3 eV Å⁻¹

***

> The highest E_tot belongs to which entry?

C14H30N5O4S